[1]
Molecular formula: C3H7BrNO
Method: DFT, wB97M-V/def2-TZVPD

Geometry as ORCA input:
```
! RIJCOSX wB97M-V def2-TZVPD def2/J DEFGRID3
* xyz 1 1
N 1.4469 -0.0875 -0.4605
C 0.4963 -0.9756 0.1447
Br 0.3993 -2.6393 -0.9860
C -1.0280 -0.0253 -0.0203
C -1.2692 1.1605 0.7826
O -0.9436 1.1781 -0.6140
H 2.2775 0.2234 0.1910
H 0.9599 0.8451 -0.8170
H 1.8084 -0.5832 -1.2837
H 0.4837 -1.3377 1.1446
H -1.6723 -0.6481 -0.6062
H -2.4127 1.4116 1.0975
H -0.5463 1.4779 1.4273
*
```

Strongest force on any atom in eV/Å: 5.4
HOMO level in eV: -14.8
Kohn-Sham gap in eV: 11.0
Energy above the lowest of the compared OMol25 structures with the same formula, charge and spin in kJ/mol: 279.5
Structure (SMILES): [NH3+][C@H](Br)[C@H]1CO1

Here are the natural (NBO) charges for atoms 1 to 8, given in e:
1. N -0.76
2. C -0.15
3. Br 0.07
4. C 0.08
5. C -0.11
6. O -0.47
7. H 0.47
8. H 0.47

[2]
Molecular formula: C6H15N
Method: DFT, wB97M-V/def2-TZVPD

Geometry as ORCA input:
```
! RIJCOSX wB97M-V def2-TZVPD def2/J DEFGRID3
* xyz 0 1
C -2.1049 -0.1922 -1.2073
C -1.4538 -0.1413 0.1696
C -0.2290 -0.9484 0.2087
C 1.0022 -0.7219 -0.7773
C 2.1908 -0.0774 -0.0759
C 1.9178 1.0048 1.0191
N -2.1221 -0.4366 1.3823
H -1.4590 0.2098 -1.9925
H -2.3693 -1.2158 -1.4612
H -2.9797 0.4558 -1.1555
H -1.2493 1.1644 0.2229
H 0.2513 -0.9634 1.1771
H -0.6455 -1.9576 0.0929
H 1.4161 -1.5826 -1.3532
H 0.4352 -0.0941 -1.4708
H 2.7982 -0.8389 0.4482
H 2.7077 0.3590 -0.9484
H 2.8936 1.1493 1.4712
H 1.3085 0.5690 1.8051
H 1.3129 1.8581 0.6694
H -2.2486 0.4606 1.8532
H -1.3732 1.9392 -0.0777
*
```

Strongest force on any atom in eV/Å: 6.4
HOMO level in eV: -7.7
Kohn-Sham gap in eV: 6.7
Energy above the lowest of the compared OMol25 structures with the same formula, charge and spin in kJ/mol: 608.7

Here are the natural (NBO) charges for atoms 1 to 8, given in e:
1. C -0.66
2. C 0.26
3. C -0.49
4. C -0.40
5. C -0.40
6. C -0.62
7. N -0.78
8. H 0.21

[3]
Molecular formula: C25H36N2O
Method: DFT, wB97M-V/def2-TZVPD

Geometry as ORCA input:
```
! RIJCOSX wB97M-V def2-TZVPD def2/J DEFGRID3
* xyz 0 1
C -0.2222 3.3885 5.2246
C -0.9412 2.1714 4.6449
C -1.1123 1.1053 5.7243
C -0.1588 1.6449 3.4311
C -0.8096 0.4264 2.7690
C 0.0237 -0.0626 1.5657
C -0.7538 -1.1992 0.8678
C -0.0148 -1.8232 -0.3170
N -0.7491 -2.9694 -0.8336
C -1.9263 -2.6346 -1.6335
C -1.6100 -1.8092 -2.8544
C -1.0794 -2.4013 -3.9926
C -0.7092 -1.6509 -5.0907
C -0.8522 -0.2585 -5.0934
N -0.5421 0.5079 -6.2011
C -0.2232 -0.1271 -7.4547
C 0.0387 1.8221 -6.0594
C -1.3967 0.3334 -3.9470
C -1.7583 -0.4274 -2.8551
C 1.3646 -0.6165 2.0228
C 2.5626 -0.3212 1.3795
C 3.7623 -0.8648 1.8067
C 3.7967 -1.7290 2.8851
C 2.6118 -2.0556 3.5201
C 1.4162 -1.5104 3.0902
C 0.1423 1.1531 0.6314
C 0.7025 2.3650 1.3792
O -0.0794 2.7074 2.4952
H -0.0655 4.1302 4.4473
H -0.8119 3.8336 6.0227
H 0.7451 3.0968 5.6288
H -1.9259 2.4883 4.2870
H -1.5246 1.5576 6.6233
H -0.1503 0.6622 5.9744
H -1.7888 0.3163 5.4075
H 0.8630 1.3717 3.7519
H -0.9370 -0.3695 3.4972
H -1.8001 0.7218 2.4151
H -1.7133 -0.8045 0.5307
H -0.9565 -1.9943 1.5871
H 0.1613 -1.0627 -1.0942
H 0.9569 -2.1880 0.0259
H -0.1232 -3.5265 -1.4078
H -2.3844 -3.5832 -1.9284
H -2.6315 -2.1037 -0.9907
H -0.9493 -3.4751 -4.0215
H -0.2911 -2.1588 -5.9452
H 0.7950 -0.5404 -7.4798
H -0.9364 -0.9238 -7.6596
H -0.3085 0.6179 -8.2466
H 0.0117 2.1494 -5.0246
H -0.5069 2.5455 -6.6724
H 1.0865 1.8170 -6.3848
H -1.5621 1.3996 -3.9152
H -2.1828 0.0634 -1.9902
H 2.5809 0.3350 0.5239
H 4.6753 -0.6103 1.2875
H 4.7329 -2.1497 3.2208
H 2.6157 -2.7423 4.3543
H 0.5106 -1.8011 3.5998
H 0.7574 0.9422 -0.2418
H -0.8591 1.4064 0.2760
H 0.6979 3.2479 0.7344
H 1.7362 2.1669 1.7022
*
```

Strongest force on any atom in eV/Å: 0.6
HOMO level in eV: -7.6
Kohn-Sham gap in eV: 8.3
Energy above the lowest of the compared OMol25 structures with the same formula, charge and spin in kJ/mol: 7.1
Structure (SMILES): CC(C)[C@H]1C[C@](CCNCc2ccc(N(C)C)cc2)(c2ccccc2)CCO1

Here are the natural (NBO) charges for atoms 1 to 8, given in e:
1. C -0.60
2. C -0.23
3. C -0.61
4. C 0.11
5. C -0.42
6. C -0.04
7. C -0.39
8. C -0.24

[4]
Molecular formula: C8H12N5
Method: DFT, wB97M-V/def2-TZVPD

Geometry as ORCA input:
```
! RIJCOSX wB97M-V def2-TZVPD def2/J DEFGRID3
* xyz 1 1
N 1.7618 1.8672 -1.1443
C 1.2852 0.5676 -1.4721
C -0.1688 0.2283 -1.0515
N -0.2791 -1.1659 -0.9895
C -1.3621 -1.9539 -1.1072
C -1.1196 -3.1837 -0.5238
C 0.1246 -2.9390 0.0899
N 0.6228 -1.7570 -0.1802
N -0.3240 0.7477 0.5451
C -0.9767 0.2080 1.5914
C -0.9045 1.1400 2.6032
C -0.1061 2.1892 2.1528
N 0.2287 1.8654 0.8689
H 1.5458 2.6503 -1.8863
H 2.7950 1.7982 -1.0798
H 1.4291 0.4758 -2.6335
H 1.9399 -0.2542 -1.0020
H -0.9256 0.8437 -1.5497
H -2.1834 -1.4640 -1.5768
H -1.6233 -4.1079 -0.3371
H 0.5136 -3.5815 0.8664
H -1.8043 -0.5208 1.6569
H -1.3603 1.1264 3.5193
H 0.0310 3.1408 2.6438
H 0.8605 2.0794 -0.0037
*
```

Strongest force on any atom in eV/Å: 4.2
HOMO level in eV: -13.1
Kohn-Sham gap in eV: 10.4
Energy above the lowest of the compared OMol25 structures with the same formula, charge and spin in kJ/mol: 245.0
Structure (SMILES): NC[C@@H](n1cccn1)[n+]1ccc[nH]1

Here are the natural (NBO) charges for atoms 1 to 8, given in e:
1. N -0.84
2. C -0.28
3. C 0.18
4. N -0.23
5. C 0.00
6. C -0.32
7. C 0.01
8. N -0.30

[5]
Molecular formula: C5H7N
Method: DFT, wB97M-V/def2-TZVPD

Geometry as ORCA input:
```
! RIJCOSX wB97M-V def2-TZVPD def2/J DEFGRID3
* xyz 0 1
C 1.6794 0.3145 -0.4932
C 0.2513 0.0923 -0.1195
C -0.5686 -0.9848 0.5674
N -1.8263 -0.7752 -0.1963
C -1.1912 0.5677 -0.2682
C -0.5259 0.4254 1.0703
H 2.3147 -0.0255 0.3340
H 1.9774 -0.2336 -1.3925
H 1.8928 1.3764 -0.6507
H -0.2397 -1.9048 1.0379
H -1.7557 -1.2341 -1.1090
H -1.6145 1.4511 -0.7362
H -0.3698 0.9863 1.9779
*
```

Strongest force on any atom in eV/Å: 0.6
HOMO level in eV: -8.6
Kohn-Sham gap in eV: 9.7
Energy above the lowest of the compared OMol25 structures with the same formula, charge and spin in kJ/mol: 382.5

Here are the natural (NBO) charges for atoms 1 to 8, given in e:
1. C -0.61
2. C -0.07
3. C -0.06
4. N -0.59
5. C -0.05
6. C -0.27
7. H 0.22
8. H 0.21

[6]
Molecular formula: C3H3Cl3
Method: DFT, wB97M-V/def2-TZVPD

Geometry as ORCA input:
```
! RIJCOSX wB97M-V def2-TZVPD def2/J DEFGRID3
* xyz 0 3
C 0.8096 -0.9646 0.5095
C 2.9178 -0.1462 0.8320
C -0.2316 -0.1162 0.1158
Cl 4.0445 -1.0962 0.0123
Cl 2.8326 1.4569 0.3621
Cl -1.6847 0.3468 1.1340
H 0.7294 -1.6675 1.4196
H -0.5881 -0.5691 -0.7330
H 0.0764 0.9309 -0.3826
*
```

<S²>: 2.0274
Strongest force on any atom in eV/Å: 5.8
HOMO level (spin up / spin down) in eV: -8.2 / -9.6
Kohn-Sham gap (spin up / spin down) in eV: 8.1 / 7.8
Energy above the lowest of the compared OMol25 structures with the same formula, charge and spin in kJ/mol: 265.1

Here are the natural (NBO) charges for atoms 1 to 8, given in e:
1. C -0.01
2. C -0.17
3. C -0.56
4. Cl 0.06
5. Cl 0.06
6. Cl -0.07
7. H 0.20
8. H 0.25